# C16H19BN6TeV

C16H19BN6TeV as an isolated structure (ωB97M-V/def2-TZVPD, OMol25).

Atoms and positions in Å:
H: 0.804 3.176 0.149
N: 0.398 1.668 -1.276
B: 0.049 0.295 -3.431
N: 0.411 1.620 -2.687
C: 0.752 2.832 -3.144
V: 0.151 -0.042 -0.461
H: 0.828 3.005 -4.211
C: 0.973 3.686 -2.053
H: 1.265 4.718 -2.083
C: 0.742 2.933 -0.905
H: 0.104 0.432 -4.615
C: -0.454 -1.375 1.234
H: -0.566 -1.438 2.299
H: 0.078 -2.281 0.901
H: -1.448 -1.406 0.752
N: -1.404 -0.100 -2.988
N: 1.044 -0.816 -2.955
N: -1.674 -0.256 -1.639
N: 1.164 -1.111 -1.568
C: -2.540 -0.244 -3.696
C: 1.934 -1.572 -3.602
H: -2.517 -0.146 -4.775
H: 2.004 -1.470 -4.669
C: -3.582 -0.518 -2.801
C: 2.635 -2.379 -2.690
C: -3.004 -0.519 -1.530
C: 2.129 -2.076 -1.426
H: -4.607 -0.694 -3.042
H: 3.402 -3.086 -2.926
H: -3.473 -0.683 -0.560
H: 2.381 -2.462 -0.448
H: -0.276 0.386 1.626
Te: 1.517 0.471 1.781
C: 0.764 0.248 3.814
C: -0.309 1.032 4.218
C: -0.956 0.738 5.423
C: -0.456 -0.289 6.233
C: 0.676 -1.022 5.847
C: 1.297 -0.750 4.624
H: -0.678 1.824 3.581
H: -1.838 1.304 5.727
H: -0.949 -0.515 7.183
H: 1.070 -1.806 6.494
H: 2.160 -1.312 4.292

Computed properties:
highest occupied orbital energy (spin up / spin down)	-0.2127 / -0.2339	hartree
electronic energy	-2186.4121	a.u.
multiplicity	4
energy relative to the best compared isomer or geometry (same formula, charge and spin)	81.2	kcal per mole
LUMO (spin up / spin down)	-0.006 / -0.003	hartree

Here are the Mulliken charges for atoms 1 to 2, given in e: number 1, H, carries 0.42; number 2, N, carries -0.02